{
  "formula": "C6H25NO5S",
  "method": "the ωB97M-V functional and the def2-TZVPD basis",
  "symbols": ["C", "C", "C", "C", "N", "C", "C", "S", "H", "H", "H", "H", "H", "H", "H", "H", "H", "H", "H", "H", "H", "H", "H", "O", "H", "H", "O", "H", "H", "O", "H", "H", "O", "H", "H", "O", "H", "H"],
  "xyz": [[2.34582, -1.79975, -1.13454], [1.00032, -1.06827, -1.05419], [1.00401, 0.24398, -1.88292], [0.65053, -0.76246, 0.40384], [-0.82305, -0.48169, 0.43860], [-1.61552, -1.00446, 1.55988], [-3.08811, -0.71447, 1.13772], [-3.48882, -1.34864, -0.52811], [2.26697, -2.88870, -1.02591], [3.12318, -1.48844, -0.43465], [2.75599, -1.77961, -2.14081], [0.33630, -1.80350, -1.49138], [0.40328, 0.09068, -2.76612], [0.71172, 1.10680, -1.30571], [2.04685, 0.40243, -2.15109], [0.88368, -1.51144, 1.13576], [1.15974, 0.16314, 0.64693], [-0.91908, 0.51398, 0.39001], [-1.40727, -0.47778, 2.49292], [-1.54984, -2.08162, 1.64534], [-3.27506, 0.33928, 1.20980], [-3.76728, -1.16946, 1.84116], [-2.35528, -1.98471, -0.79859], [0.16539, -3.91525, 0.90006], [0.58083, -4.13997, 0.06672], [-0.26447, -3.06167, 0.84325], [0.06782, 2.93315, 2.73030], [0.22326, 2.19994, 2.11806], [-0.67255, 2.53297, 3.20761], [-3.05873, 2.52412, 0.18313], [-2.91045, 3.47007, 0.07089], [-3.14110, 2.22013, -0.73045], [1.16507, 3.75412, -2.26056], [0.62573, 2.95150, -2.24521], [1.05566, 4.00795, -1.33334], [2.97663, 1.61378, 0.23993], [3.62961, 1.71690, -0.46488], [3.15825, 0.69696, 0.48654]],
  "forces_ev_per_angstrom": [[0.5, -0.7, -0.5], [1.2, -0.4, 0.5], [0.7, -1.2, 0.2], [-1.9, 0.7, -0.8], [1.3, -0.8, 0.6], [-1.1, 1.3, -1.6], [0.7, -0.7, 0.5], [-0.7, 0.3, 0.1], [-0.4, 0.1, 0.6], [-0.1, 0.3, 0.0], [0.2, 0.6, -0.2], [-0.8, 0.2, 0.1], [-0.2, 0.4, -0.3], [-0.4, 0.2, 0.1], [-0.1, 0.3, -0.4], [0.4, -0.5, 0.2], [0.4, 0.0, 0.4], [-0.6, 0.5, 0.0], [0.0, -0.4, 0.3], [0.4, -0.2, 0.3], [0.0, 0.6, -0.4], [-0.2, -0.3, 0.2], [0.3, 0.0, 0.1], [0.0, -0.6, 0.6], [-0.1, 0.3, -0.2], [0.1, 0.0, -0.5], [-0.5, -0.9, -0.1], [0.5, 0.4, -0.2], [0.0, 0.5, 0.3], [0.1, 0.1, -0.4], [0.0, 0.0, 0.2], [-0.1, -0.2, 0.2], [-0.5, -0.3, 0.6], [0.2, 0.0, -0.5], [0.4, 0.4, -0.1], [0.5, -0.5, -0.2], [-0.2, 0.5, -0.1], [-0.2, 0.1, 0.3]],
  "nbo_charge": [-0.610, -0.226, -0.608, -0.239, -0.658, -0.218, -0.516, -0.059, 0.204, 0.192, 0.212, 0.202, 0.218, 0.195, 0.211, 0.202, 0.188, 0.362, 0.179, 0.184, 0.229, 0.214, 0.129, -0.940, 0.474, 0.467, -0.921, 0.460, 0.462, -0.948, 0.475, 0.476, -0.927, 0.462, 0.467, -0.933, 0.474, 0.464],
  "relative_energy_kcal_mol": 23.9,
  "smiles": "CC(C)CNCCS.O.O.O.O.O",
  "orbital_gap_ha": 0.327
}



{
  "formula": "C6H25NO6",
  "method": "the ωB97M-V functional and the def2-TZVPD basis",
  "symbols": ["C", "C", "C", "C", "C", "C", "N", "H", "H", "H", "H", "H", "H", "H", "H", "H", "H", "H", "H", "H", "O", "H", "H", "O", "H", "H", "O", "H", "H", "O", "H", "H", "O", "H", "H", "O", "H", "H"],
  "xyz": [[-0.58939, 3.48767, -1.52095], [0.30577, 2.65093, -1.00660], [0.64985, 2.36737, 0.55405], [1.18691, 1.86257, -1.92713], [1.14074, 0.34147, -1.77082], [-0.21302, -0.17443, -1.44548], [-0.29533, -1.67017, -1.87324], [-0.93546, 3.47473, -2.52418], [-1.22407, 4.21722, -1.00490], [-0.02654, 3.09819, 1.05029], [1.73463, 2.33844, 0.63402], [0.31989, 1.45105, 1.05995], [0.98644, 2.22633, -3.05958], [2.22036, 2.14222, -1.72590], [1.83247, 0.09329, -0.97154], [1.54251, -0.17716, -2.70571], [-0.42614, -0.05659, -0.37626], [-1.12892, 0.27600, -1.92618], [-0.22560, -1.57431, -2.97940], [-1.22206, -2.02511, -1.68918], [-1.66052, -2.69953, 3.56583], [-1.04651, -3.16742, 2.96002], [-1.43291, -1.80811, 3.24198], [-1.95928, 0.40469, 1.03253], [-1.21989, 0.78995, 1.63509], [-2.16807, 1.06979, 0.36433], [1.86464, -1.64543, 2.06029], [2.82415, -1.84925, 2.29010], [1.61934, -2.09673, 1.21653], [2.22865, -2.76259, -0.41080], [1.44100, -2.64457, -1.11880], [2.77715, -3.52590, -0.58700], [0.13585, 0.36741, 2.61758], [-0.06709, 0.28212, 3.60965], [0.73793, -0.35031, 2.42842], [-3.06883, -1.88475, -0.03707], [-2.81756, -1.37482, 0.72364], [-3.82108, -1.45425, -0.38360]],
  "forces_ev_per_angstrom": [[-1.0, 0.5, 1.3], [0.7, -1.4, 1.6], [-1.9, 1.1, -2.1], [-0.2, 0.7, -2.9], [0.6, 0.1, -1.4], [-2.2, -2.1, -0.3], [1.3, 1.8, -2.4], [0.7, -0.2, -1.2], [0.4, -0.5, 0.7], [1.5, 0.2, 0.4], [0.0, 0.9, 0.6], [0.2, 0.1, -1.4], [0.3, -1.0, 2.5], [0.1, 0.3, -0.1], [0.0, -0.4, 0.2], [-0.4, 0.8, 1.1], [0.2, -0.6, -0.4], [1.3, 0.4, 0.1], [-0.2, -0.6, 3.0], [-0.3, 0.0, 0.2], [1.2, 0.4, -1.2], [-0.6, -0.3, 0.7], [-0.6, 0.0, 0.5], [0.9, 1.1, 1.4], [-1.7, -1.1, -1.3], [0.1, 0.0, 0.2], [1.1, -0.4, 0.4], [-2.1, 0.3, -0.9], [1.0, 0.1, 0.5], [-2.4, 0.9, -1.6], [2.1, -0.5, 1.8], [-0.2, -0.3, -0.4], [-1.2, 0.4, 3.4], [0.5, 0.2, -2.2], [0.9, -0.9, -0.2], [0.9, -1.5, -0.3], [0.4, 0.6, 0.5], [-1.3, 0.7, -0.5]],
  "nbo_charge": [-0.441, 0.050, -0.683, -0.431, -0.425, -0.243, -0.875, 0.197, 0.194, 0.222, 0.221, 0.243, 0.198, 0.213, 0.216, 0.206, 0.228, 0.177, 0.345, 0.388, -0.928, 0.466, 0.462, -1.004, 0.511, 0.476, -1.011, 0.496, 0.524, -1.027, 0.534, 0.482, -0.990, 0.491, 0.519, -0.960, 0.497, 0.461],
  "relative_energy_kcal_mol": 65.5,
  "smiles": "C=C(C)CCCN.O.O.O.O.O.O",
  "orbital_gap_ha": 0.356
}



{
  "formula": "C6H25NO7",
  "method": "the ωB97M-V functional and the def2-TZVPD basis",
  "symbols": ["C", "C", "N", "C", "C", "C", "C", "O", "H", "H", "H", "H", "H", "H", "H", "H", "H", "H", "H", "H", "H", "O", "H", "H", "O", "H", "H", "O", "H", "H", "O", "H", "H", "O", "H", "H", "O", "H", "H"],
  "xyz": [[-1.36110, -3.43482, 0.32225], [-0.48504, -2.28181, -0.21524], [-1.17378, -1.13710, -0.81981], [-2.58201, -0.88835, -0.50934], [-3.50832, -1.35245, -1.65061], [-0.45112, -0.42730, -1.73158], [-1.11109, 0.68323, -2.52011], [0.73097, -0.68230, -1.92979], [-2.00024, -3.73961, -0.50489], [-0.65314, -4.20830, 0.60578], [-1.90792, -3.09155, 1.19539], [0.20512, -2.70423, -0.93846], [0.11564, -1.89175, 0.61619], [-2.78997, -1.51246, 0.33676], [-2.81563, 0.16611, -0.37089], [-4.53260, -0.98223, -1.57064], [-3.23901, -1.00978, -2.64524], [-3.52043, -2.43919, -1.69878], [-1.57927, 1.50585, -1.97733], [-1.75838, 0.18374, -3.23535], [-0.33505, 1.22335, -3.05733], [2.06619, -0.16108, 3.77435], [1.76915, -0.19496, 4.68782], [2.45901, 0.71501, 3.67569], [0.40246, 2.33184, 1.47011], [0.03105, 1.55502, 1.89257], [-0.09772, 2.63882, 0.71234], [3.43582, 2.93248, 2.47414], [3.88201, 2.53858, 1.71190], [2.56082, 2.55941, 2.28617], [3.71834, 0.22409, -1.48793], [4.15502, 0.28316, -2.33658], [3.11886, -0.52302, -1.43505], [-2.04908, 3.95166, 0.47249], [-2.56080, 4.01211, 1.29176], [-1.40020, 4.63023, 0.71089], [4.77368, 0.12409, 0.91121], [4.46784, 0.81565, 0.32330], [4.01989, -0.41215, 1.16381]],
  "forces_ev_per_angstrom": [[0.6, 1.4, -0.7], [0.2, -0.1, 0.9], [-0.3, -0.1, -0.3], [-0.2, -0.1, -1.9], [-0.3, -0.3, -0.2], [0.4, 0.4, 0.5], [0.5, 0.3, -0.2], [0.0, -0.1, -0.1], [-0.3, -0.4, 0.4], [-0.3, -0.3, 0.0], [-0.3, -0.4, 0.0], [0.0, 0.2, -0.2], [0.2, -0.2, -0.1], [-0.4, 0.3, 0.7], [0.4, 0.0, 0.6], [0.0, -0.2, 0.5], [0.5, 0.1, 0.1], [-0.2, -0.1, 0.0], [-0.6, -0.6, 0.4], [-0.3, 0.5, -0.1], [0.2, -0.5, -0.2], [-0.1, 0.1, -0.1], [0.0, 0.0, 0.0], [0.2, 0.0, 0.0], [1.0, 0.3, 0.5], [-0.4, 0.0, -0.5], [-0.5, -0.5, 0.1], [-0.4, -0.7, -0.6], [0.6, 0.2, 0.3], [-0.4, 0.5, 0.3], [0.1, 0.7, 0.3], [-0.3, -0.4, -0.2], [-0.1, -0.1, -0.6], [0.2, 0.6, 0.8], [-0.4, -0.5, -0.2], [0.3, -0.1, -0.6], [0.7, 0.1, 1.0], [-0.3, -0.4, -0.4], [-0.2, 0.1, -0.1]],
  "nbo_charge": [-0.621, -0.207, -0.440, -0.219, -0.618, 0.687, -0.723, -0.659, 0.207, 0.228, 0.201, 0.223, 0.190, 0.212, 0.206, 0.214, 0.207, 0.204, 0.233, 0.228, 0.246, -0.952, 0.469, 0.481, -0.979, 0.485, 0.495, -0.944, 0.468, 0.474, -0.973, 0.479, 0.498, -0.938, 0.470, 0.471, -0.953, 0.482, 0.468],
  "relative_energy_kcal_mol": 45.1,
  "smiles": "CCN(CC)C(C)=O.O.O.O.O.O.O",
  "orbital_gap_ha": 0.351
}



| no. | lowest unoccupied orbital energy (eV) |
| --- | --- |
| 1 | 0.22 |
| 2 | 0.38 |
| 3 | 0.28 |